The following is a DFT calculation (wB97M-V/def2-TZVPD) of a molecular structure, C40H77F9GaIO18P.

Geometry as XYZ:
```
147
Properties=species:S:1:pos:R:3:forces:R:3
O -2.157 -1.210 4.892 1.0116 0.5533 0.7977
P -0.799 -0.593 5.032 -0.9474 -0.2383 -1.0028
O 0.362 -1.731 4.621 -0.2788 0.8738 1.0228
O -0.453 -0.009 6.554 0.7041 -1.3805 -1.2255
Ga -0.642 1.161 3.437 0.5909 -0.0940 0.1321
I -1.119 3.503 4.458 -0.0688 -0.3115 -0.1122
C -1.864 0.615 1.881 -0.3418 -0.2675 0.6051
F -1.499 -0.725 1.530 -0.2405 1.1884 -0.0242
F -1.582 1.386 0.718 -0.6053 -0.8308 0.8427
C -3.385 0.572 2.185 -2.3675 -0.4604 -1.0556
C -4.239 -0.083 1.165 -0.9361 0.8392 1.5725
C -5.675 -0.146 1.318 0.4270 0.8129 1.5010
C -6.352 0.432 2.492 2.9714 -0.1644 -0.6668
C -5.498 1.035 3.500 0.1839 -0.2531 -1.0195
C -6.183 1.658 4.753 0.7536 0.1182 0.0622
F -6.473 0.703 5.708 -0.0948 1.1754 -1.1955
F -5.381 2.581 5.388 -0.9278 -1.0106 -0.7962
F -7.348 2.325 4.411 1.1900 -1.0420 0.6003
C -4.034 1.107 3.360 -1.0178 -0.7373 -1.1874
C 1.371 1.169 2.867 -0.7962 0.2319 -0.2994
F 2.138 1.447 4.007 -0.2887 -0.2183 -1.1655
F 1.765 -0.115 2.406 -0.0479 1.3472 0.3233
C 1.712 2.177 1.722 1.6917 0.1320 0.1407
F 1.189 3.444 1.900 0.3983 -1.3932 0.1312
F 3.127 2.339 1.727 -1.5040 -0.0498 -0.2679
H 0.239 -2.038 3.706 -0.1545 0.2990 0.3790
H 0.515 0.036 6.699 -0.5981 0.0776 -0.0674
H -3.775 -0.537 0.263 -0.3319 0.4175 0.8662
H -6.339 -0.637 0.564 0.9286 0.4616 0.5804
H -7.459 0.374 2.541 1.0258 0.2023 0.2565
H -3.443 1.579 4.173 -0.5400 -0.3737 -0.7326
H 1.439 1.835 0.697 0.0010 0.0269 0.9510
C -3.027 1.224 -6.934 -0.0697 0.2510 0.1258
O -3.630 1.790 -5.791 0.0624 -0.3170 0.0331
C -4.981 1.387 -5.610 0.2895 0.2660 0.2133
C -5.319 1.282 -4.130 -0.1895 -0.0734 0.0624
O -4.762 0.145 -3.473 0.1239 0.4097 -0.0810
C -3.346 0.147 -3.280 0.0395 -0.0947 0.1569
C -2.853 1.156 -2.255 0.1515 0.0934 -0.4005
O -2.899 2.475 -2.781 -0.3854 0.0161 0.0159
C -3.224 3.444 -1.802 0.1667 -0.0225 -0.1112
H -3.464 1.648 -7.846 0.0265 -0.1362 -0.1296
H -1.963 1.459 -6.909 -0.0640 0.0900 0.0386
H -3.136 0.136 -6.938 -0.0227 -0.0122 -0.0793
H -5.173 0.423 -6.095 0.0288 0.0073 0.0067
H -5.617 2.150 -6.074 -0.2446 -0.1049 0.0046
H -6.403 1.157 -4.046 0.0428 -0.1138 -0.0562
H -5.074 2.201 -3.597 0.2019 0.0362 -0.1514
H -2.823 0.249 -4.232 0.0192 0.2227 0.0267
H -3.107 -0.852 -2.902 -0.1031 0.0172 0.0833
H -1.809 0.936 -2.005 -0.0595 -0.2304 0.1720
H -3.459 1.073 -1.348 0.0259 0.0466 -0.0186
H -4.141 3.170 -1.270 0.0623 -0.0112 0.1047
H -3.395 4.394 -2.311 0.0832 -0.0739 -0.0563
H -2.400 3.562 -1.093 -0.1055 0.0321 0.1663
C -5.067 -2.682 -4.871 -0.1935 0.1627 -0.1732
O -5.315 -2.942 -6.244 0.2135 -0.3257 0.0535
C -4.274 -2.486 -7.092 -0.4414 -0.1821 -0.0313
C -4.103 -3.411 -8.286 0.1846 0.1266 -0.0110
O -3.481 -4.653 -7.969 -0.1639 -0.0316 0.0223
C -4.243 -5.582 -7.202 0.1020 -0.1012 -0.0683
C -5.407 -6.207 -7.955 -0.1513 0.2646 0.3519
O -6.473 -5.278 -8.104 0.1580 0.1100 -0.3263
C -7.165 -5.425 -9.325 0.0033 0.0409 0.2564
H -5.127 -1.610 -4.666 0.1289 -0.1924 0.1452
H -5.830 -3.198 -4.286 -0.0352 0.0148 -0.1050
H -4.086 -3.069 -4.572 0.0657 0.0429 0.0210
H -3.324 -2.423 -6.547 -0.0025 -0.0136 -0.0035
H -4.550 -1.485 -7.443 0.2111 0.0728 -0.1645
H -3.425 -2.919 -8.991 0.0894 -0.0603 0.1007
H -5.041 -3.564 -8.819 -0.1369 0.0150 0.2244
H -4.562 -5.139 -6.257 -0.2446 0.0430 -0.1000
H -3.546 -6.384 -6.947 0.0146 -0.0029 -0.1374
H -5.791 -7.060 -7.383 0.1860 -0.1635 -0.0293
H -5.057 -6.563 -8.931 0.0049 0.0380 -0.0106
H -6.472 -5.408 -10.174 -0.0328 -0.0912 -0.0356
H -7.851 -4.584 -9.429 0.0102 -0.0532 0.1035
H -7.740 -6.357 -9.330 -0.0207 -0.0516 -0.1802
C 0.723 -5.835 -6.458 -0.0869 0.2553 0.0839
O 0.098 -5.254 -5.335 0.1359 -0.3656 0.0453
C -1.247 -5.681 -5.164 0.1682 0.3659 0.2482
C -1.607 -5.765 -3.688 -0.1312 -0.0895 -0.0354
O -1.035 -6.877 -3.004 0.1016 0.1204 -0.0994
C 0.373 -6.842 -2.779 -0.0342 -0.0852 0.1549
C 0.817 -5.809 -1.754 0.1493 0.1571 -0.4142
O 0.754 -4.498 -2.296 -0.3464 -0.0499 0.0724
C 0.383 -3.522 -1.341 0.1231 -0.0393 -0.1386
H 0.289 -5.440 -7.383 0.0217 -0.1455 -0.1129
H 1.783 -5.580 -6.427 -0.0620 0.0835 0.0415
H 0.632 -6.926 -6.438 -0.0495 -0.0354 -0.0829
H -1.410 -6.660 -5.632 0.0436 -0.0031 0.0181
H -1.891 -4.942 -5.654 -0.2258 -0.1214 -0.0276
H -2.690 -5.913 -3.622 0.0464 -0.1179 -0.0352
H -1.392 -4.832 -3.167 0.1910 0.0530 -0.1597
H 0.917 -6.739 -3.719 0.0240 0.2554 0.0368
H 0.624 -7.830 -2.384 -0.1082 0.0240 0.0784
H 1.860 -6.002 -1.476 -0.0233 -0.2154 0.1388
H 0.189 -5.896 -0.860 -0.0212 0.0082 -0.0206
H -0.542 -3.808 -0.827 0.0516 0.0120 0.0889
H 0.204 -2.584 -1.866 0.0954 -0.0655 -0.0222
H 1.186 -3.375 -0.613 -0.0911 0.0677 0.1456
C 3.920 3.947 5.392 -0.0753 0.1899 0.1005
O 3.340 4.527 6.543 0.1928 -0.2933 0.1324
C 1.978 4.156 6.726 0.2401 0.2364 0.1970
C 1.640 4.048 8.204 -0.1891 -0.0402 -0.1218
O 2.175 2.890 8.846 0.1883 0.1213 0.0371
C 3.585 2.851 9.043 -0.1344 -0.1069 0.0512
C 4.100 3.830 10.088 0.1406 0.0914 -0.4267
O 4.093 5.160 9.586 -0.3059 0.0504 0.1610
C 3.790 6.119 10.574 0.1264 -0.0980 -0.2254
H 3.489 4.386 4.486 0.0098 -0.1754 -0.1260
H 4.991 4.152 5.411 -0.0534 0.1243 0.0482
H 3.779 2.862 5.385 -0.0710 -0.0085 -0.1254
H 1.762 3.200 6.236 -0.0060 0.0523 -0.0204
H 1.361 4.935 6.267 -0.2538 -0.1531 -0.0097
H 0.554 3.947 8.287 0.0578 -0.1509 -0.0626
H 1.907 4.956 8.746 0.1994 0.0323 -0.1274
H 4.115 2.955 8.096 0.0468 0.2623 0.0460
H 3.795 1.840 9.406 -0.0833 0.0269 0.0885
H 5.138 3.578 10.339 -0.0224 -0.2047 0.1308
H 3.486 3.748 10.992 -0.0338 0.0207 -0.0213
H 2.862 5.864 11.098 0.0442 0.0054 0.0908
H 3.648 7.081 10.080 0.0829 -0.0680 -0.0335
H 4.614 6.204 11.290 -0.0679 0.0627 0.1697
C 5.842 3.087 1.840 0.1211 0.2279 0.1985
O 7.067 3.387 2.485 0.1805 -0.2883 -0.2214
C 7.326 2.550 3.602 0.1556 0.3565 -0.1916
C 8.816 2.286 3.748 -0.0866 -0.1240 0.1356
O 9.350 1.381 2.783 0.0135 0.1849 -0.0779
C 9.443 1.846 1.439 0.0666 -0.1310 0.0237
C 10.502 2.915 1.218 -0.4268 0.1589 -0.0599
O 10.078 4.166 1.743 0.1789 -0.0904 0.3101
C 11.139 4.926 2.280 -0.2327 -0.0245 -0.1359
H 5.000 3.368 2.476 -0.0564 -0.1296 -0.0737
H 5.795 3.661 0.915 0.0522 0.0669 0.0874
H 5.782 2.024 1.587 -0.0993 -0.0292 0.0762
H 6.797 1.594 3.506 0.0156 0.0168 -0.0095
H 6.960 3.069 4.495 0.0237 -0.1993 0.2049
H 8.971 1.799 4.715 -0.0454 -0.1035 -0.0901
H 9.389 3.213 3.774 -0.1591 0.1127 -0.1535
H 8.467 2.160 1.066 0.0598 0.2551 0.0540
H 9.731 0.969 0.852 0.0910 -0.0104 0.0900
H 10.663 3.046 0.141 0.1177 -0.2073 -0.0603
H 11.442 2.592 1.681 -0.0147 0.0083 0.0380
H 11.713 4.339 3.006 0.0895 0.0163 -0.0482
H 10.712 5.785 2.798 -0.0438 -0.0331 -0.1019
H 11.797 5.282 1.481 0.1743 0.0277 0.0732
```
Positions in Å, forces in eV/Å.

Calculated values
orbital gap = 0.29252 hartree
net charge = -1
E = -6387.16474 hartree
molar mass = 1244.6 g/mol
LUMO = 0.070 Eh